Record 1
{
  "formula": "C19H27NO2Zn",
  "method": "the ωB97M-V functional and the def2-TZVPD basis",
  "species": ["C", "C", "C", "C", "C", "C", "C", "C", "C", "C", "C", "C", "C", "C", "C", "C", "C", "C", "O", "N", "C", "O", "H", "H", "H", "H", "H", "H", "H", "H", "H", "H", "H", "H", "H", "H", "H", "H", "H", "H", "H", "H", "H", "H", "H", "H", "H", "H", "H", "Zn"],
  "positions_angstrom": [[-0.31, -2.92, -4.68], [-1.06, -2.62, -3.34], [-0.71, -1.17, -2.92], [-1.78, -0.43, -2.03], [-2.85, -1.32, -1.40], [-2.33, -2.31, -0.32], [-1.21, -1.79, 0.56], [-1.71, -0.72, 1.56], [-0.55, 0.29, 1.89], [0.48, -0.41, 2.78], [1.75, 0.45, 3.11], [2.22, 1.28, 1.95], [2.74, 0.62, 0.83], [3.16, 1.31, -0.28], [3.05, 2.70, -0.27], [2.54, 3.33, 0.85], [2.12, 2.67, 1.97], [1.58, 3.63, 3.03], [1.12, 3.37, 4.11], [1.78, 4.91, 2.44], [2.29, 4.81, 1.12], [2.50, 5.74, 0.39], [-0.86, -3.70, -5.20], [0.72, -3.24, -4.52], [-0.37, -2.05, -5.33], [-0.64, -3.29, -2.59], [-2.12, -2.78, -3.56], [0.26, -1.14, -2.41], [-0.58, -0.56, -3.82], [-1.25, 0.20, -1.30], [-2.30, 0.27, -2.69], [-3.42, -1.87, -2.14], [-3.59, -0.61, -0.91], [-3.17, -2.56, 0.37], [-1.97, -3.21, -0.83], [-0.83, -2.62, 1.17], [-0.36, -1.46, -0.04], [-2.48, -0.08, 1.01], [-2.11, -1.16, 2.48], [-0.91, 1.20, 2.37], [-0.14, 0.57, 0.91], [-0.02, -0.60, 3.74], [0.74, -1.41, 2.40], [2.56, -0.24, 3.37], [1.60, 1.09, 3.98], [2.80, -0.46, 0.84], [3.53, 0.76, -1.13], [3.34, 3.29, -1.13], [0.86, 5.35, 2.50], [-4.14, -1.11, 1.12]],
  "total_charge": 2,
  "molar_mass_da": 366.8,
  "orbital_gap_ev": 2.2,
  "de_lowest_kj_mol": 0.00,
  "total_energy_ev": -74122.90070
}

Record 2
{
  "formula": "C43H51HfN8OSi",
  "method": "the ωB97M-V functional and the def2-TZVPD basis",
  "species": ["Hf", "N", "C", "C", "N", "C", "C", "N", "H", "H", "H", "H", "H", "H", "H", "H", "H", "H", "H", "H", "H", "C", "Si", "C", "N", "C", "C", "C", "C", "C", "C", "C", "C", "C", "C", "C", "C", "C", "C", "C", "C", "C", "H", "H", "H", "H", "H", "H", "H", "H", "H", "H", "H", "H", "H", "H", "H", "H", "H", "H", "H", "H", "H", "H", "H", "H", "C", "O", "C", "C", "C", "C", "C", "C", "C", "N", "C", "C", "N", "C", "C", "C", "C", "N", "C", "C", "N", "C", "C", "C", "C", "H", "H", "H", "H", "H", "H", "H", "H", "H", "H", "H", "H", "H", "H"],
  "positions_angstrom": [[2.01, 0.43, 0.97], [2.99, -1.68, 1.29], [4.39, -1.54, 1.75], [5.13, -0.84, 0.64], [4.39, 0.40, 0.22], [5.12, 1.65, 0.55], [4.57, 2.23, 1.82], [3.12, 2.46, 1.56], [2.43, -2.16, 1.98], [2.96, -2.27, 0.46], [4.84, -2.50, 1.99], [4.38, -0.94, 2.67], [5.18, -1.50, -0.23], [6.15, -0.60, 0.92], [4.33, 0.35, -0.79], [4.97, 2.36, -0.27], [6.20, 1.47, 0.62], [5.07, 3.16, 2.11], [4.66, 1.54, 2.66], [3.04, 3.24, 0.91], [2.67, 2.79, 2.42], [1.83, 0.29, 3.15], [0.34, 1.29, 3.74], [0.01, 2.52, 2.31], [0.18, 1.99, 0.90], [-1.12, 1.34, 0.44], [-2.30, 2.29, 0.30], [-1.98, 3.43, -0.66], [-0.71, 4.12, -0.19], [0.44, 3.13, -0.05], [-1.09, 0.13, 3.99], [-2.40, 0.42, 3.62], [-3.44, -0.46, 3.89], [-3.19, -1.66, 4.53], [-1.89, -1.96, 4.93], [-0.86, -1.08, 4.67], [0.72, 2.35, 5.21], [-0.30, 3.19, 5.68], [-0.08, 4.03, 6.76], [1.16, 4.04, 7.39], [2.17, 3.20, 6.95], [1.95, 2.37, 5.86], [1.74, -0.71, 3.59], [2.72, 0.73, 3.62], [0.71, 3.35, 2.43], [-0.97, 3.00, 2.40], [-1.35, 0.54, 1.14], [-0.91, 0.91, -0.54], [-2.62, 2.69, 1.26], [-3.14, 1.70, -0.07], [-2.80, 4.13, -0.72], [-1.83, 3.03, -1.67], [-0.87, 4.64, 0.76], [-0.39, 4.89, -0.90], [1.32, 3.66, 0.28], [0.65, 2.68, -1.03], [-2.64, 1.37, 3.15], [-4.46, -0.20, 3.61], [-4.00, -2.34, 4.75], [-1.69, -2.88, 5.47], [0.14, -1.33, 5.03], [-1.28, 3.18, 5.21], [-0.87, 4.67, 7.11], [1.32, 4.69, 8.24], [3.13, 3.20, 7.45], [2.76, 1.70, 5.55], [-5.25, -4.81, -9.80], [-5.38, -5.06, -8.40], [-4.54, -4.45, -7.56], [-4.72, -4.76, -6.20], [-3.91, -4.19, -5.25], [-2.90, -3.29, -5.62], [-2.73, -2.99, -6.97], [-3.53, -3.56, -7.94], [-2.08, -2.71, -4.59], [-2.18, -2.95, -3.29], [-1.22, -2.21, -2.71], [-0.50, -1.47, -3.64], [-1.06, -1.81, -4.84], [0.54, -0.59, -3.27], [1.27, 0.24, -4.14], [2.23, 1.09, -3.65], [2.48, 1.10, -2.28], [1.83, 0.32, -1.42], [0.87, -0.52, -1.89], [0.15, -1.30, -0.92], [0.48, -1.14, 0.40], [-0.22, -1.82, 1.32], [-1.27, -2.67, 0.99], [-1.63, -2.82, -0.32], [-0.91, -2.12, -1.31], [-6.01, -5.41, -10.28], [-4.26, -5.12, -10.16], [-5.42, -3.75, -10.02], [-5.50, -5.46, -5.93], [-4.06, -4.43, -4.21], [-1.96, -2.31, -7.31], [-3.38, -3.32, -8.98], [-0.80, -1.49, -5.76], [1.07, 0.22, -5.21], [2.79, 1.74, -4.30], [3.21, 1.79, -1.87], [0.05, -1.66, 2.36], [-1.80, -3.18, 1.79], [-2.45, -3.46, -0.63]],
  "total_charge": 3,
  "molar_mass_da": 902.5,
  "orbital_gap_ev": 4.8,
  "de_lowest_kj_mol": 0.00,
  "total_energy_ev": -68554.31751
}

Record 3
{
  "formula": "C11H12N2O",
  "method": "the ωB97M-V functional and the def2-TZVPD basis",
  "species": ["C", "C", "C", "C", "C", "C", "C", "C", "C", "C", "C", "N", "N", "O", "H", "H", "H", "H", "H", "H", "H", "H", "H", "H", "H", "H"],
  "positions_angstrom": [[1.88, -0.36, 1.66], [-2.97, -1.12, 0.06], [-2.11, -1.57, 1.13], [-2.34, -0.39, -0.95], [-0.80, -1.08, 1.20], [-1.07, 0.05, -0.87], [-0.23, -0.23, 0.26], [2.22, -1.53, -0.76], [0.98, 2.46, 0.27], [1.75, 1.23, -0.33], [1.25, 0.02, 0.36], [2.60, -0.67, 2.47], [1.82, -2.70, -0.27], [2.66, -1.12, -1.77], [-3.93, -1.33, -0.24], [-2.52, -2.17, 1.89], [-2.90, 0.02, -1.76], [-0.10, -1.45, 1.93], [-0.91, 0.74, -1.61], [1.42, 3.27, -0.26], [-0.12, 2.44, 0.06], [1.24, 2.53, 1.35], [2.88, 1.38, -0.27], [1.45, 1.25, -1.46], [1.39, -2.65, 0.65], [2.16, -3.60, -0.49]],
  "total_charge": 0,
  "molar_mass_da": 188.2,
  "orbital_gap_ev": 8.3,
  "de_lowest_kj_mol": 312.77,
  "total_energy_ev": -16626.81461
}

Record 4
{
  "formula": "C56H62BiGe2NS5Si",
  "method": "the ωB97M-V functional and the def2-TZVPD basis",
  "species": ["Bi", "C", "C", "C", "C", "C", "C", "C", "C", "C", "C", "C", "C", "C", "C", "C", "Ge", "S", "S", "Ge", "S", "S", "C", "C", "C", "C", "C", "C", "C", "C", "C", "C", "C", "C", "C", "C", "C", "C", "C", "C", "C", "C", "C", "C", "C", "C", "C", "C", "C", "C", "C", "C", "C", "C", "C", "H", "H", "H", "H", "H", "H", "H", "H", "H", "H", "H", "H", "H", "H", "H", "H", "H", "H", "H", "H", "H", "H", "H", "H", "H", "H", "H", "H", "H", "H", "H", "H", "H", "H", "H", "H", "H", "H", "H", "H", "H", "H", "H", "H", "H", "H", "H", "H", "H", "H", "C", "Si", "C", "C", "C", "C", "C", "C", "N", "C", "S", "H", "H", "H", "H", "H", "H", "H", "H", "H", "H", "H", "H"],
  "positions_angstrom": [[-1.90, -0.71, -2.13], [2.31, -7.01, -0.03], [2.73, -5.61, -0.42], [2.42, -5.09, -1.67], [2.86, -3.83, -2.06], [2.54, -3.32, -3.44], [3.58, -3.05, -1.16], [3.85, -3.53, 0.13], [4.56, -2.70, 1.17], [3.43, -4.81, 0.47], [4.19, -1.76, -1.62], [5.49, -1.83, -2.11], [6.15, -0.70, -2.56], [5.51, 0.52, -2.52], [4.20, 0.63, -2.05], [3.53, -0.52, -1.59], [1.64, -0.34, -1.06], [0.46, 0.01, -2.88], [0.60, -2.05, -0.01], [-0.33, -0.36, 1.16], [-2.25, 0.17, 0.19], [1.21, 1.14, 0.57], [-0.63, -0.64, 3.09], [-0.18, 0.27, 4.06], [-0.37, -0.03, 5.41], [-1.00, -1.19, 5.81], [-1.48, -2.07, 4.85], [-1.31, -1.81, 3.50], [-1.89, -2.80, 2.54], [-3.20, -2.66, 2.07], [-4.13, -1.59, 2.57], [-3.69, -3.58, 1.15], [-2.92, -4.65, 0.71], [-3.45, -5.64, -0.30], [-1.65, -4.82, 1.25], [-1.13, -3.92, 2.17], [0.22, -4.16, 2.78], [0.49, 1.58, 3.79], [-0.27, 2.72, 3.53], [-1.77, 2.68, 3.37], [0.38, 3.96, 3.46], [1.74, 4.09, 3.68], [2.40, 5.44, 3.72], [2.48, 2.93, 3.92], [1.88, 1.68, 3.97], [2.72, 0.45, 4.16], [3.57, 1.98, -2.01], [2.96, 2.53, -3.14], [2.99, 1.86, -4.49], [2.34, 3.78, -3.03], [2.34, 4.49, -1.85], [1.64, 5.82, -1.73], [3.03, 3.96, -0.76], [3.66, 2.73, -0.82], [4.43, 2.20, 0.36], [1.80, -7.51, -0.85], [1.64, -7.00, 0.83], [3.18, -7.61, 0.25], [1.86, -5.70, -2.37], [1.95, -4.05, -4.00], [3.45, -3.12, -4.01], [1.97, -2.39, -3.40], [4.91, -1.75, 0.77], [5.42, -3.23, 1.58], [3.88, -2.48, 2.00], [3.67, -5.19, 1.46], [5.98, -2.80, -2.12], [7.16, -0.78, -2.94], [6.01, 1.42, -2.87], [-0.02, 0.68, 6.15], [-1.15, -1.40, 6.86], [-2.00, -2.98, 5.15], [-3.62, -0.85, 3.19], [-4.92, -2.04, 3.17], [-4.60, -1.06, 1.74], [-4.69, -3.46, 0.76], [-4.45, -5.35, -0.64], [-3.52, -6.64, 0.13], [-2.80, -5.70, -1.17], [-1.05, -5.67, 0.95], [0.64, -5.10, 2.42], [0.16, -4.22, 3.87], [0.92, -3.36, 2.54], [-2.18, 1.69, 3.54], [-2.05, 2.99, 2.36], [-2.24, 3.38, 4.06], [-0.22, 4.84, 3.27], [1.73, 6.22, 3.37], [3.30, 5.46, 3.12], [2.69, 5.69, 4.74], [3.55, 3.00, 4.07], [3.78, 0.70, 4.15], [2.53, -0.28, 3.37], [2.50, -0.05, 5.11], [3.32, 0.82, -4.43], [3.66, 2.39, -5.16], [2.00, 1.86, -4.94], [1.84, 4.19, -3.90], [1.12, 6.08, -2.65], [2.35, 6.61, -1.49], [0.90, 5.79, -0.92], [3.06, 4.51, 0.17], [4.39, 2.92, 1.18], [5.47, 2.03, 0.10], [4.02, 1.26, 0.72], [-4.08, 4.35, -3.85], [-5.71, 3.51, -3.53], [-6.77, 3.57, -5.07], [-6.61, 4.39, -2.14], [-5.63, 1.69, -3.01], [-6.85, 1.07, -2.76], [-6.94, -0.25, -2.33], [-5.76, -0.93, -2.14], [-4.57, -0.37, -2.37], [-4.50, 0.89, -2.81], [-2.85, 1.44, -3.14], [-4.28, 5.39, -4.12], [-3.53, 3.88, -4.66], [-3.44, 4.34, -2.96], [-6.96, 4.61, -5.38], [-7.74, 3.10, -4.90], [-6.29, 3.06, -5.91], [-6.79, 5.44, -2.39], [-6.03, 4.36, -1.22], [-7.57, 3.92, -1.95], [-7.77, 1.63, -2.90], [-7.89, -0.72, -2.14], [-5.74, -1.95, -1.78]],
  "total_charge": 0,
  "molar_mass_da": 1291.7,
  "orbital_gap_ev": 8.2,
  "de_lowest_kj_mol": 0.00,
  "total_energy_ev": -241504.22802
}